# 1
# C25H30BF17NNbO7P

A structure of composition C25H30BF17NNbO7P (wB97M-V/def2-TZVPD, the OMol25 dataset).

Positions of all 83 atoms, in Å:
C 2.998 5.241 -0.003
O 2.705 4.135 -0.847
B 3.520 3.009 -0.858
O 4.786 3.110 -0.290
Nb 2.687 1.020 -1.875
C 4.844 0.745 -2.377
C 2.349 2.136 -3.795
C 0.956 1.934 -4.424
C 0.076 3.155 -4.547
O -1.112 3.130 -4.539
O 0.741 4.347 -4.768
C 0.689 1.850 -1.172
C 0.461 2.265 0.289
C -0.860 1.806 0.816
F -1.891 2.290 0.062
F -0.973 0.443 0.801
C -1.120 2.259 2.288
F -1.270 3.609 2.322
F -0.009 1.935 2.994
C -2.298 1.675 3.150
F -2.011 2.011 4.423
F -2.293 0.332 3.085
C -3.764 2.234 2.879
F -4.055 3.076 3.893
F -3.833 2.927 1.734
C -4.944 1.204 2.853
F -4.843 0.407 3.936
F -6.072 1.932 2.975
C -5.116 0.360 1.537
F -3.923 0.109 0.975
F -5.838 1.097 0.676
C -5.873 -0.998 1.726
F -6.807 -0.861 2.688
F -6.495 -1.278 0.566
C -4.980 -2.231 2.065
F -4.394 -2.717 0.969
F -4.037 -1.929 2.959
F -5.774 -3.181 2.598
C 1.829 -0.987 -2.693
C 2.517 -2.258 -2.314
C 3.714 -2.662 -2.923
C 4.367 -3.826 -2.531
C 3.861 -4.645 -1.522
C 4.582 -5.893 -1.087
C 2.656 -4.262 -0.930
C 1.996 -3.103 -1.320
P 3.149 -0.037 0.509
O 4.218 -1.063 0.452
O 3.509 1.104 1.648
O 1.812 -0.561 1.322
H 3.754 5.891 -0.447
H 2.075 5.808 0.124
H 3.344 4.919 0.981
H 4.796 3.248 0.662
H 5.290 -0.032 -1.753
H 4.814 0.402 -3.421
H 5.461 1.642 -2.333
H 3.127 1.824 -4.495
H 2.500 3.196 -3.591
H 1.063 1.558 -5.448
H 0.328 1.207 -3.907
H 1.007 4.725 -3.921
H -0.055 1.113 -1.498
H 0.510 2.737 -1.786
H 1.230 1.909 0.965
H 0.450 3.355 0.362
H 1.800 -0.895 -3.785
H 0.787 -1.064 -2.358
H 4.142 -2.038 -3.700
H 5.299 -4.100 -3.013
H 4.680 -5.924 0.000
H 5.582 -5.937 -1.519
H 4.045 -6.791 -1.401
H 2.225 -4.877 -0.147
H 1.056 -2.850 -0.838
H 2.790 1.164 2.287
H 1.234 -1.027 0.707
C -7.112 -5.530 4.256
C -7.139 -6.384 5.435
N -7.164 -7.055 6.355
H -6.373 -4.744 4.383
H -6.856 -6.120 3.378
H -8.091 -5.078 4.108

Its HOMO-LUMO gap is 6.39 eV. The strongest force on any atom comes out at 3.72 eV/Å. The HOMO energy is -0.1689 Ha. For the molar mass, the calculation gives 914.17 u. The total charge is -1. For the total energy, the calculation gives -3673.056439 Ha.

Here are the Löwdin charges for atoms 1 to 2, given in e: C -0.090; O -0.081

# 2
# C22H23F4N4NiSSe4

A structure of composition C22H23F4N4NiSSe4 (wB97M-V/def2-TZVPD, the OMol25 dataset).

Positions of all 59 atoms, in Å:
Ni -1.075 -1.142 0.123
C -3.571 -1.678 0.340
C -3.503 -2.274 -1.062
N -2.133 -2.224 -1.619
C -1.756 -3.505 -2.233
C -1.312 -4.547 -1.225
C -1.905 -1.105 -2.529
C -0.410 -0.805 -2.697
N 0.204 -0.791 -1.388
C 1.526 -0.896 -1.223
C 2.039 -1.095 0.092
F 1.150 -1.208 1.115
C 3.371 -1.202 0.380
F 3.733 -1.391 1.666
C 4.349 -1.124 -0.603
C 3.885 -0.935 -1.887
F 4.771 -0.846 -2.908
C 2.546 -0.817 -2.197
F 2.217 -0.581 -3.498
H -4.392 -2.090 0.930
H -3.666 -0.594 0.335
H -2.673 -1.991 0.892
H -4.204 -1.771 -1.740
H -3.802 -3.322 -1.013
H -0.936 -3.317 -2.925
H -2.601 -3.879 -2.830
H -0.572 -4.116 -0.551
H -0.860 -5.401 -1.735
H -2.133 -4.915 -0.608
H -2.391 -0.233 -2.084
H -2.366 -1.285 -3.514
H -0.322 0.157 -3.223
H 0.037 -1.553 -3.360
H 5.402 -1.196 -0.375
Se -2.949 -0.907 3.623
Se -3.846 -2.668 4.700
Se -2.827 -4.601 3.770
Se -1.215 -3.929 2.396
S -0.061 5.145 1.908
C -0.519 3.486 1.454
C -0.441 2.450 2.371
C -0.802 1.175 1.967
N -1.244 0.902 0.733
C -1.325 1.905 -0.137
C -0.974 3.208 0.172
C 1.707 5.001 1.728
C 2.319 5.208 0.500
C 3.698 5.085 0.412
N 4.484 4.784 1.448
C 3.882 4.588 2.622
C 2.511 4.687 2.814
H -0.107 2.620 3.387
H -0.735 0.339 2.651
H -1.683 1.650 -1.128
H -1.050 3.989 -0.573
H 1.729 5.459 -0.373
H 4.196 5.237 -0.539
H 4.529 4.338 3.456
H 2.077 4.522 3.791

Its HOMO-LUMO gap (alpha / beta) is 5.78 / 5.09 eV. The energy above the lowest of the compared OMol25 structures with the same formula, charge and spin is 0.000 eV. The strongest force on any atom comes out at 0.86 eV/Å. The HOMO energy (alpha / beta) is -0.1417 / -0.1355 Ha. For the molar mass, the calculation gives 826.05 u. The total charge is -1. Its expectation value of S² is 2.01. Its multiplicity is 3. For the total energy, the calculation gives -12982.877591 Ha.

Here are the Löwdin charges for atoms 1 to 2, given in e: Ni 0.307; C -0.144

# 3
# C11H23BF4NO2P2Pt

A structure of composition C11H23BF4NO2P2Pt (wB97M-V/def2-TZVPD, the OMol25 dataset).

Positions of all 45 atoms, in Å:
Pt -0.055 -0.075 -0.309
P 0.058 1.389 1.481
C -1.221 2.472 0.804
C -1.081 2.690 -0.644
N -0.680 1.569 -1.338
C -0.694 1.534 -2.697
C -0.920 2.701 -3.432
C -1.255 3.862 -2.752
C -1.336 3.871 -1.367
C -0.374 0.201 -3.364
P -0.465 -1.233 -2.163
H -1.576 4.760 -0.766
H -0.819 2.650 -4.519
H -1.459 4.781 -3.298
H -1.069 -0.033 -4.186
H 0.654 0.176 -3.774
H -2.365 1.647 0.945
H -1.411 3.347 1.408
H -3.041 -0.112 1.077
O -3.308 0.966 0.850
H -3.986 1.314 1.475
H -1.725 -1.111 0.503
O -2.665 -1.333 0.908
H -2.496 -2.005 1.608
C -2.163 -1.837 -2.289
H -2.339 -2.201 -3.308
H -2.297 -2.667 -1.586
H -2.888 -1.048 -2.058
C 0.708 -2.538 -2.457
H 0.397 -3.400 -1.856
H 0.723 -2.797 -3.520
H 1.695 -2.212 -2.115
C 1.688 2.077 1.567
H 1.767 2.683 2.474
H 2.389 1.233 1.603
H 1.892 2.699 0.691
C -0.450 0.748 3.055
H 0.147 -0.147 3.257
H -0.243 1.518 3.801
H -1.518 0.527 3.079
F 0.470 -2.231 1.071
B 1.865 -1.992 1.476
F 1.836 -1.243 2.680
F 2.511 -3.213 1.645
F 2.498 -1.204 0.450

Its HOMO-LUMO gap (alpha / beta) is 7.68 / 4.78 eV. The energy above the lowest of the compared OMol25 structures with the same formula, charge and spin is 0.000 eV. The strongest force on any atom comes out at 4.05 eV/Å. The HOMO energy (alpha / beta) is -0.6903 / -0.7376 Ha. For the molar mass, the calculation gives 545.14 u. The total charge is +3. Its expectation value of S² is 6.03. Its multiplicity is 5. For the total energy, the calculation gives -1863.452862 Ha.

Here are the Löwdin charges for atoms 1 to 2, given in e: Pt 1.105; P 0.844

# 4
# C8H10N2O2

The molecule C8H10N2O2 (wB97M-V/def2-TZVPD, the OMol25 dataset).

Positions of all 22 atoms, in Å:
C -0.663 -3.694 -0.046
C -0.269 -1.484 -0.137
C 0.645 -1.563 0.815
C 1.267 -0.527 1.358
C 0.991 0.805 0.955
C -0.024 1.059 0.030
C -0.672 -0.048 -0.500
C -0.532 2.392 -0.183
H 0.433 -3.769 -0.448
H -1.438 -4.432 -0.416
H -0.623 -3.752 1.047
H 0.696 -2.529 1.452
H 2.074 -0.697 2.121
H 1.672 1.616 1.255
H -1.476 0.215 -1.200
H -1.655 2.555 1.198
H -0.424 3.947 -1.206
H 1.150 3.248 -2.762
N -1.456 3.030 0.373
N 0.030 3.041 -1.326
O -1.025 -2.503 -0.535
O 1.299 3.090 -1.844

The SMILES is [H]/N=C(/NO)c1cccc(OC)c1. Its HOMO-LUMO gap is 9.31 eV. The energy above the lowest of the compared OMol25 structures with the same formula, charge and spin is 5.169 eV. The strongest force on any atom comes out at 6.55 eV/Å. The HOMO energy is -0.3125 Ha. For the molar mass, the calculation gives 166.18 u. For the total energy, the calculation gives -570.674340 Ha.

Here are the Löwdin charges for atoms 1 to 2, given in e: C -0.145; C -0.249

# 5
# C4H12N3

The ion C4H12N3 with charge +1 (wB97M-V/def2-TZVPD, the OMol25 dataset).

Positions of all 19 atoms, in Å:
C 1.335 -1.095 0.853
C -0.215 -1.160 0.680
C -0.691 0.148 0.037
C -1.460 1.135 0.542
N -1.781 2.230 -0.198
N -0.181 0.391 -1.386
N 2.002 -1.256 -0.453
H 1.586 -0.107 1.337
H 1.561 -1.815 1.587
H -0.779 -1.236 1.595
H -0.415 -2.109 0.011
H -1.867 1.279 1.523
H -1.522 3.108 0.329
H -2.788 2.303 -0.384
H -0.636 -0.140 -2.175
H -0.117 1.428 -1.580
H 2.265 -2.258 -0.757
H 2.997 -0.780 -0.499
H 0.707 -0.066 -1.064

The SMILES is N/C=C(\[NH3+])CCN. Its HOMO-LUMO gap is 10.63 eV. The energy above the lowest of the compared OMol25 structures with the same formula, charge and spin is 2.591 eV. The strongest force on any atom comes out at 4.01 eV/Å. The HOMO energy is -0.4979 Ha. For the molar mass, the calculation gives 102.16 u. The total charge is +1. For the total energy, the calculation gives -323.583032 Ha.

Here are the Löwdin charges for atoms 1 to 2, given in e: C -0.269; C -0.124